Entry 1:
A single C4H10N2O2 molecule. Source: the OMol25 dataset; level of theory: ωB97M-V with the def2-TZVPD basis set.

```
18
Properties=species:S:1:pos:R:3:nbo_charge:R:1
C -1.73454 -0.57490 1.27868 -0.655
C -1.19535 -0.25067 -0.10605 0.318
O -1.94704 0.12457 -1.01925 -0.733
H -0.41511 -1.20270 -0.35508 -0.004
H -2.42566 -1.41370 1.20428 0.229
H -2.26226 0.29886 1.66408 0.211
H -0.93855 -0.86059 1.97062 0.170
C 1.18887 -0.31263 -0.04109 0.669
N 1.86657 -0.66538 -1.15855 -0.779
N 0.32912 1.64009 -1.23434 -0.863
C 0.31191 0.84402 -0.04528 -0.259
O 1.68896 -0.84978 1.10865 -0.648
H 1.17634 -0.53863 1.86424 0.503
H 1.85977 0.02308 -1.90160 0.439
H 2.44927 -1.48611 -1.11608 0.415
H -0.28677 1.21890 -1.93011 0.396
H 0.00611 2.58257 -1.06061 0.383
H 0.32837 1.42300 0.87749 0.207
```

Computed properties:
- Highest occupied orbital energy: -7.46 eV
- Multiplicity: 1
- Gap between HOMO and LUMO: 7.88 eV
- E_LUMO: 0.41 eV

***

Entry 2:
A molecular structure, C26H46NO2P3W. Source: the OMol25 dataset; level of theory: ωB97M-V with the def2-TZVPD basis set.

```
79
Properties=species:S:1:pos:R:3:mulliken_spin:R:1
P 3.64547 -0.44306 0.45504 0.029
C 3.97926 -0.60958 2.19597 0.002
H 5.00390 -0.99116 2.33356 0.001
H 3.27470 -1.31910 2.65414 -0.002
H 3.88920 0.36900 2.68965 0.001
C 3.71939 -2.00479 -0.40482 0.003
H 3.31676 -1.92510 -1.42342 0.000
H 3.16246 -2.77350 0.14353 0.001
H 4.77268 -2.31326 -0.46869 0.001
C 4.62687 0.77694 -0.40901 0.000
H 5.66826 0.43538 -0.48770 0.000
H 4.60024 1.72342 0.14721 0.001
H 4.22887 0.93946 -1.42104 -0.001
P -0.88587 2.82538 -0.68145 -0.021
C -0.87273 3.28020 1.08178 -0.005
H -1.17670 4.33012 1.20650 -0.001
H 0.13872 3.13950 1.48037 0.001
H -1.57120 2.63181 1.62358 0.002
C 0.11077 4.12836 -1.48946 -0.001
H 0.05945 4.01210 -2.58091 0.001
H 1.15606 4.01526 -1.16558 0.001
H -0.25954 5.12374 -1.20244 -0.001
C -2.61191 3.15203 -1.19171 0.001
H -2.82505 4.23062 -1.15070 0.000
H -3.27874 2.61235 -0.50420 -0.001
H -2.77566 2.78287 -2.21358 0.002
P -2.68852 -2.39952 0.50090 0.188
C -3.10330 -2.54284 2.22443 0.016
H -3.63405 -3.49561 2.38058 0.009
H -3.75916 -1.70738 2.51225 -0.001
H -2.19496 -2.52363 2.84468 -0.006
C -4.07955 -2.10055 -0.58420 0.011
H -4.82909 -2.89111 -0.44396 0.009
H -3.75265 -2.09940 -1.63324 -0.002
H -4.52996 -1.12861 -0.34373 -0.001
C -1.74996 -3.78231 -0.12384 0.009
H -2.45794 -4.56681 -0.42615 0.010
H -1.08753 -4.18374 0.65140 -0.001
H -1.14192 -3.49950 -0.99344 0.000
W -0.03698 0.19088 -1.63614 0.021
C 1.75352 0.27512 0.13389 0.050
O 1.53884 1.10815 1.01836 0.049
C -1.57693 -0.71120 0.14112 0.303
O -1.97196 0.14434 0.93564 0.378
C -1.35019 -0.00598 -3.19558 0.027
C -0.77537 -1.25441 -2.87574 -0.003
C 0.63047 -1.38162 -2.78761 0.023
C 1.45908 -0.24514 -2.95046 -0.020
C 0.88188 0.99804 -3.27617 0.072
C -0.52148 1.12085 -3.37740 -0.045
H -2.42225 0.10008 -3.29227 0.006
H -1.41341 -2.11273 -2.71614 0.000
H 1.07236 -2.34471 -2.55436 -0.005
H 2.53197 -0.32918 -2.85195 -0.002
H 1.50290 1.86626 -3.44256 0.010
H -0.95670 2.06924 -3.64540 -0.003
C 1.72975 0.80967 4.75544 -0.004
N 0.25462 0.76826 4.93349 -0.002
C -0.26794 2.05899 5.46020 0.000
C -0.48114 0.33721 3.67947 0.031
C 0.01118 -0.99980 3.21864 0.104
C 0.21448 -2.07403 4.13059 0.082
C 0.75870 -3.27120 3.66831 -0.051
C 1.05051 -3.46499 2.31753 0.092
C 0.79076 -2.41788 1.39398 -0.036
C 0.31304 -1.27683 1.91826 0.586
H 1.96851 1.42612 3.88252 0.002
H 2.11135 -0.20552 4.62520 0.000
H 2.16058 1.25238 5.65833 0.000
H 0.05174 0.03910 5.63430 0.000
H -0.07828 2.84502 4.72218 0.000
H -1.34215 1.95270 5.63748 0.000
H 0.25157 2.28097 6.39680 0.000
H -1.55008 0.33599 3.94240 0.007
H -0.31955 1.11697 2.92789 0.004
H -0.04073 -1.95570 5.19195 0.004
H 0.95580 -4.08014 4.37923 0.001
H 1.46986 -4.41292 1.96959 0.006
H 0.95975 -2.55947 0.32303 0.055
```

Computed properties:
- Highest occupied orbital energy (alpha / beta): -19.10 / -18.92 eV
- Total charge: +4
- Multiplicity: 3
- Gap between HOMO and LUMO (alpha / beta): 6.24 / 4.62 eV
- E_LUMO (alpha / beta): -12.87 / -14.30 eV

***

Entry 3:
2 unconnected molecules or ions with the total composition C6H12N. Source: the OMol25 dataset; level of theory: ωB97M-V with the def2-TZVPD basis set.

```
19
Properties=species:S:1:pos:R:3:nbo_charge:R:1
C 0.32123 2.44126 0.92403 -0.006
C 0.24758 2.97981 -0.32095 -0.508
C 0.31516 0.44057 2.21174 -0.305
N -0.00357 1.07155 1.14255 -0.570
H 0.67361 3.01635 1.82288 0.207
H -0.10522 2.43310 -1.19837 0.205
H 0.62301 4.03932 -0.36051 0.212
H 0.39771 -0.63304 2.39332 0.191
H 0.58008 1.08187 3.03960 0.162
H -0.10289 0.48141 0.29898 0.409
C -0.05554 -2.54079 -2.46933 -0.657
C -0.78039 -2.19091 -1.19759 -0.149
C -0.15977 -1.84402 -0.02046 -0.472
H -0.34366 -1.80396 -3.27690 0.220
H 1.02317 -2.51987 -2.37323 0.215
H -0.33088 -3.56709 -2.81464 0.224
H -1.88962 -2.19097 -1.26702 0.201
H -0.77913 -1.71185 0.88274 0.212
H 0.94923 -1.84166 0.09066 0.207
```

Computed properties:
- Highest occupied orbital energy (alpha / beta): -5.61 / -9.01 eV
- Multiplicity: 2
- Gap between HOMO and LUMO (alpha / beta): 6.62 / 10.01 eV
- E_LUMO (alpha / beta): 1.01 / 1.00 eV

***

Entry 4:
A molecular structure, C15H32BeN6O7. Source: the OMol25 dataset; level of theory: ωB97M-V with the def2-TZVPD basis set.

```
61
Properties=species:S:1:pos:R:3:nbo_charge:R:1
O -0.79910 0.96482 -4.16974 -0.723
H -1.15508 0.49691 -4.94605 0.457
Be -0.54696 -0.03803 -0.26008 1.638
N -1.12793 1.66301 0.09585 -0.276
N 0.52927 0.84284 -1.43441 -0.253
N -1.94973 -0.67653 0.64497 -0.206
N -1.07941 -1.29890 -1.41802 -0.249
O -2.22030 2.01513 0.70701 -0.687
O -2.25311 -0.20564 1.86932 -0.574
O -0.39310 -1.61040 -2.56348 -0.566
O 1.33366 0.25775 -2.26438 -0.617
C 0.76941 2.13200 -1.09664 0.089
C -0.19049 2.60702 -0.16438 0.134
C -2.51725 -1.80793 0.26097 0.174
C -2.01284 -2.18134 -1.01319 0.204
C -0.18869 3.94584 0.49417 -0.671
H 0.29989 3.89999 1.48067 0.214
H -1.21702 4.29051 0.64656 0.252
H 0.33651 4.69187 -0.11176 0.217
C 1.91639 2.88879 -1.66456 -0.662
H 1.73639 3.10458 -2.72672 0.241
H 2.83991 2.29723 -1.59154 0.229
H 2.06297 3.84037 -1.13928 0.208
C -3.46921 -2.59286 1.08834 -0.675
C -2.42000 -3.41594 -1.74102 -0.683
H -3.98393 -1.95727 1.81052 0.259
H -2.94470 -3.38596 1.63270 0.236
H -4.21828 -3.08063 0.45880 0.225
H -1.96823 -3.43324 -2.73585 0.260
H -3.51341 -3.45990 -1.84963 0.234
H -2.12208 -4.32227 -1.18822 0.236
H -2.28766 0.80882 1.66582 0.504
H 0.38443 -0.91718 -2.54053 0.509
C -1.89610 1.16861 -3.27277 -0.250
H -1.52813 1.70799 -2.40032 0.199
H -2.34782 0.21264 -2.97584 0.152
H -2.65090 1.79594 -3.76798 0.169
O -4.44593 2.88570 -1.38528 -0.960
H -5.13503 2.20638 -1.23339 0.459
H -3.87695 2.79617 -0.59566 0.495
C 1.18672 1.07099 2.92796 -0.408
N 2.03715 -0.03119 2.53314 -0.425
C 3.38863 -0.06099 3.04442 -0.201
C 3.96482 -1.45352 2.91776 -0.422
C 3.74696 -2.06865 1.55207 -0.196
N 2.47962 -1.67529 0.96118 -0.420
C 2.09152 -2.41036 -0.21962 -0.420
C 1.66453 -0.70803 1.42864 0.840
O 0.55828 -0.41824 0.88118 -0.839
H 1.54194 1.42857 3.90535 0.200
H 0.14594 0.73271 3.01412 0.240
H 1.22750 1.88759 2.18259 0.207
H 4.02673 0.64586 2.48580 0.190
H 3.34246 0.26086 4.08665 0.215
H 3.52195 -2.11492 3.66844 0.213
H 5.03847 -1.40942 3.11326 0.227
H 3.73279 -3.16889 1.63784 0.205
H 4.56083 -1.79857 0.85526 0.199
H 2.01538 -1.76014 -1.09888 0.249
H 2.85281 -3.17385 -0.40187 0.205
H 1.12550 -2.91139 -0.08027 0.204
```

Computed properties:
- Highest occupied orbital energy (alpha / beta): -6.22 / -6.24 eV
- Multiplicity: 1
- Gap between HOMO and LUMO (alpha / beta): 6.01 / 6.02 eV
- E_LUMO (alpha / beta): -0.21 / -0.21 eV

***

Entry 5:
A molecular structure, C4H9N2. Source: the OMol25 dataset; level of theory: ωB97M-V with the def2-TZVPD basis set.

```
15
Properties=species:S:1:pos:R:3:nbo_charge:R:1
C -0.81230 1.11895 -0.70895 -0.100
C -0.93334 2.19101 0.02704 -0.344
C -0.65175 -1.29153 -1.07684 0.087
C 0.69080 -0.50053 1.03422 0.047
N -0.23719 -0.14846 -0.52858 -0.315
N 1.82797 -1.15337 0.73498 -0.763
H -1.44312 1.22945 -1.60204 0.221
H -0.51789 2.88143 0.94491 0.265
H -1.78701 2.79351 -0.37004 0.236
H -1.24117 -1.39850 -1.90750 0.215
H -0.14405 -2.14045 -0.63743 0.188
H 0.68220 0.52272 1.38511 0.234
H 0.05942 -1.22084 1.49476 0.213
H 1.76601 -2.11429 0.52653 0.395
H 2.74143 -0.76910 0.68385 0.420
```

Computed properties:
- Highest occupied orbital energy: -14.23 eV
- Total charge: +1
- Multiplicity: 1
- Gap between HOMO and LUMO: 9.26 eV
- E_LUMO: -4.97 eV

***

Entry 6:
A molecular structure, C20H23MnN4O4S2. Source: the OMol25 dataset; level of theory: ωB97M-V with the def2-TZVPD basis set.

```
54
Properties=species:S:1:pos:R:3:nbo_charge:R:1
Mn 0.12899 -0.81303 -0.77990 1.476
C 1.94442 3.36571 -1.19700 -0.683
C 1.75528 1.87367 -1.28643 0.285
N 0.57997 1.34746 -1.25062 -0.405
N -0.49197 2.18797 -0.96933 -0.355
C -1.57747 1.84094 -1.56798 -0.158
S -1.65738 0.67056 -2.86105 0.671
S -3.09060 2.61791 -1.04210 0.225
C -3.46665 1.57600 0.41006 -0.558
C -2.49710 1.73453 1.54696 0.070
C -1.67421 0.68204 1.92617 -0.255
C -0.75166 0.83561 2.95440 -0.184
C -0.65676 2.04423 3.62237 -0.231
C -1.48316 3.10123 3.25587 -0.212
C -2.39149 2.94709 2.22445 -0.235
C 2.93918 1.01340 -1.42651 -0.189
C 4.20722 1.58207 -1.21299 -0.174
C 5.37992 0.87280 -1.34606 -0.310
C 5.30851 -0.46876 -1.72965 -0.185
C 4.09204 -1.06201 -1.95677 -0.297
C 2.86045 -0.36699 -1.80964 0.382
O 1.76306 -1.00046 -2.03517 -0.834
H 0.98589 3.86914 -1.25728 0.252
H 2.60197 3.71579 -1.99267 0.219
H 2.40603 3.62736 -0.24265 0.223
H -3.52162 0.54234 0.07447 0.240
H -4.46997 1.89224 0.70330 0.225
H -1.74591 -0.26333 1.40114 0.217
H -0.09565 0.01317 3.20528 0.225
H 0.06515 2.16986 4.41945 0.203
H -1.40761 4.05142 3.77011 0.201
H -3.01191 3.78032 1.91601 0.207
H 4.26673 2.62194 -0.92233 0.199
H 6.33287 1.34891 -1.15839 0.199
H 6.21646 -1.04919 -1.84686 0.198
H 4.02029 -2.10182 -2.24895 0.215
C -3.38032 -3.41898 -0.79531 -0.678
C -2.11584 -2.67627 -0.45581 0.328
N -1.90440 -1.47997 -0.85013 -0.838
O -2.99872 -0.10191 -2.64719 -1.030
C -1.09532 -3.36611 0.35009 0.019
C -1.32067 -4.65329 1.07814 -0.666
N 0.03984 -2.73139 0.39189 -0.138
O 1.03176 -3.15519 1.10327 -0.613
H -4.00954 -2.80836 -1.44005 0.235
H -3.93329 -3.66990 0.11204 0.218
H -3.14645 -4.35828 -1.29967 0.222
H -2.55622 -0.99599 -1.52574 0.421
H -2.34473 -4.74332 1.44040 0.203
H -0.63108 -4.69329 1.92076 0.247
H -1.10993 -5.52082 0.44560 0.212
O 1.55032 -0.60382 1.01542 -1.002
H 2.38947 -0.22829 0.72527 0.487
H 1.67177 -1.59498 1.14130 0.509
```

Computed properties:
- Highest occupied orbital energy (alpha / beta): -3.98 / -4.13 eV
- Total charge: -1
- Multiplicity: 6
- Gap between HOMO and LUMO (alpha / beta): 6.77 / 6.92 eV
- E_LUMO (alpha / beta): 2.79 / 2.79 eV